w) A 2-piece molecular cluster, C4H11NS overall. Source: OMol25; level of theory: ωB97M-V/def2-TZVPD.

E_HOMO (eV): -7.80
HOMO-LUMO gap (eV): 8.521
Lowest unoccupied orbital energy (eV): 0.72

Last column: natural (NBO) charge in e.
CARTESIAN COORDINATES (ANGSTROEM)
C  2.222  0.416  1.066  -0.4531
C  1.907  -0.850  0.825  -0.0063
N  1.505  -1.336  -0.446  -0.7983
H  2.431  0.734  2.075  0.2177
H  2.168  1.154  0.276  0.1950
H  1.819  -1.577  1.615  0.2053
H  1.690  -0.689  -1.207  0.3958
H  1.869  -2.256  -0.647  0.3991
C  -2.468  1.229  0.001  -0.6140
C  -1.465  0.424  -0.806  -0.5061
S  -1.481  -1.356  -0.416  -0.2758
H  -3.487  0.947  -0.267  0.2078
H  -2.339  1.003  1.060  0.2112
H  -2.336  2.300  -0.156  0.2027
H  -1.639  0.529  -1.879  0.1975
H  -0.454  0.808  -0.643  0.1825
H  0.059  -1.479  -0.450  0.2392



x) One molecule with the formula C4H11NS. Source: OMol25; level of theory: ωB97M-V/def2-TZVPD.

E_HOMO (eV): -8.70
HOMO-LUMO gap (eV): 9.588
Lowest unoccupied orbital energy (eV): 0.89

Last column: natural (NBO) charge in e.
CARTESIAN COORDINATES (ANGSTROEM)
C  0.854  2.412  -1.232  -0.4360
N  0.878  1.105  -0.337  -0.6528
C  0.718  0.007  -1.226  -0.2244
C  0.573  -1.412  -0.580  -0.4113
C  0.144  -1.193  0.890  -0.5013
S  -1.586  -0.612  1.234  -0.0767
H  1.565  3.086  -0.725  0.2069
H  1.203  2.145  -2.308  0.2022
H  -0.171  2.880  -1.223  0.1931
H  0.010  1.224  0.294  0.3548
H  -0.094  0.380  -2.012  0.1573
H  1.681  -0.060  -1.765  0.1869
H  -0.006  -2.139  -1.117  0.2237
H  1.675  -1.786  -0.403  0.2098
H  0.058  -2.258  1.199  0.2165
H  0.799  -0.618  1.473  0.2325
H  -1.226  0.329  2.090  0.1187



y) One molecule with the formula C4H11NS. Source: OMol25; level of theory: ωB97M-V/def2-TZVPD.

E_HOMO (eV): -8.36
HOMO-LUMO gap (eV): 9.294
Lowest unoccupied orbital energy (eV): 0.93

Last column: natural (NBO) charge in e.
CARTESIAN COORDINATES (ANGSTROEM)
C  1.483  0.838  1.965  -0.4382
N  0.682  0.722  0.709  -0.6908
C  -0.120  -0.525  0.710  -0.2071
C  -0.388  -1.095  -0.682  -0.4133
C  -0.662  -0.216  -1.944  -0.4952
S  -2.280  0.619  -1.677  -0.0829
H  1.887  -0.113  2.477  0.1939
H  0.650  1.067  2.765  0.1708
H  2.434  1.441  1.907  0.2139
H  0.483  1.680  0.388  0.3946
H  -1.022  -0.483  1.306  0.1676
H  0.441  -1.262  1.326  0.2017
H  -1.068  -1.906  -0.542  0.2127
H  0.609  -1.506  -0.963  0.2084
H  -0.597  -0.887  -2.806  0.2217
H  0.096  0.548  -2.056  0.2167
H  -2.628  1.078  -2.882  0.1255



The least stable of them is x).